(1)
Molecular formula: C62H71AsBiBrOSSb2
Method: DFT, ωB97M-V/def2-TZVPD

The energy relative to the best compared isomer or geometry (same formula, charge and spin) is 0.0000 eV. The spin multiplicity is 1. The calculation puts the orbital gap at 7.965 eV. As for the net charge: 0. The calculation puts the molar mass at 1471.64 g mol⁻¹. As for the highest occupied orbital energy: -7.80 eV.

XYZ file:
```
140
Properties=species:S:1:pos:R:3:forces:R:3
Bi -1.0932 -0.0607 0.8380 0.165 0.017 -0.185
C -2.1145 -1.6061 2.3247 -0.044 -0.529 0.269
C -1.2177 -1.1287 3.3816 -0.108 0.053 0.090
C 0.0011 -1.8107 3.2124 0.095 0.097 -0.175
C -0.1807 -2.7609 2.1573 0.023 0.074 0.090
C -1.4651 -2.7209 1.6626 0.006 0.133 -0.175
C -2.0891 -3.7667 0.7535 -0.046 -0.013 0.075
C -1.4941 -3.7446 -0.6592 0.001 -0.028 0.004
C -3.6073 -3.5948 0.6910 0.016 0.033 -0.056
C -1.7880 -5.1453 1.3622 -0.069 -0.002 0.021
C 1.3889 -1.6114 3.8284 -0.032 -0.052 0.018
C 1.9351 -0.2604 3.3615 -0.006 0.038 -0.064
C 1.4339 -1.6858 5.3582 -0.013 0.004 0.005
C 2.3579 -2.6862 3.3258 0.043 -0.004 0.009
C -1.7943 -0.3077 4.5461 -0.006 -0.033 -0.043
C -0.9904 0.9424 4.9163 0.014 -0.030 0.009
C -3.2311 0.1460 4.2446 0.018 0.038 0.022
C -1.9156 -1.2444 5.7642 -0.017 0.006 -0.110
H -3.1847 -1.5014 2.3782 -0.069 0.088 -0.109
H 0.5741 -3.4574 1.8317 0.039 -0.034 -0.067
H -1.4792 -2.7424 -1.0771 -0.110 0.116 0.004
H -2.0819 -4.3738 -1.3296 0.005 -0.091 0.000
H -0.4714 -4.1277 -0.6428 0.069 0.048 -0.003
H -3.8941 -2.6417 0.2481 0.004 0.053 -0.022
H -4.0449 -3.6563 1.6883 -0.015 -0.009 0.037
H -4.0423 -4.3906 0.0847 -0.017 -0.020 -0.019
H -0.7161 -5.3316 1.4108 0.058 -0.004 0.004
H -2.2396 -5.9282 0.7518 -0.037 -0.050 -0.048
H -2.1907 -5.2230 2.3720 -0.022 0.003 0.046
H 1.2537 0.5489 3.6045 0.000 0.073 0.023
H 2.0725 -0.2660 2.2753 0.006 -0.011 -0.049
H 2.9037 -0.0568 3.8244 0.065 0.023 0.029
H 0.9171 -0.8656 5.8450 -0.020 0.025 0.012
H 2.4755 -1.6508 5.6818 0.038 0.004 0.018
H 1.0061 -2.6227 5.7148 -0.021 -0.052 0.012
H 2.4455 -2.6824 2.2415 0.045 0.008 -0.055
H 2.0583 -3.6877 3.6368 -0.035 -0.044 0.019
H 3.3496 -2.4929 3.7371 0.045 0.005 0.018
H -0.9542 1.6485 4.0881 0.012 0.025 -0.025
H 0.0280 0.7170 5.2153 0.042 -0.015 0.037
H -1.4721 1.4404 5.7589 -0.037 0.045 0.045
H -3.2999 0.7746 3.3604 -0.012 -0.026 0.019
H -3.5919 0.7258 5.0942 -0.025 0.051 0.031
H -3.9026 -0.7028 4.1272 -0.054 -0.063 0.031
H -0.9593 -1.6032 6.1208 0.106 -0.025 0.031
H -2.5228 -2.1132 5.5082 -0.042 -0.048 -0.017
H -2.4099 -0.7159 6.5795 -0.037 0.044 0.070
C 5.1084 -0.6169 0.1892 -0.035 0.017 0.045
C 5.2603 0.8998 0.0752 0.050 0.014 -0.025
C 4.3653 1.7165 1.0079 -0.049 0.023 -0.083
Sb 2.4255 2.1986 0.1595 0.066 0.077 0.075
C 3.2522 3.7002 -1.1331 -0.047 -0.042 0.058
C 3.2824 3.4714 -2.5052 -0.045 -0.090 -0.038
C 3.8227 4.4100 -3.3749 -0.027 0.000 0.007
C 4.3422 5.5927 -2.8757 0.009 0.023 -0.005
C 4.3306 5.8278 -1.5068 0.011 0.033 -0.023
C 3.7909 4.8880 -0.6430 -0.025 0.015 0.100
C 1.8507 3.5382 1.7326 0.063 -0.062 0.003
C 1.1596 4.7135 1.4574 -0.110 -0.053 -0.060
C 0.6766 5.5136 2.4808 -0.032 0.033 -0.009
C 0.8872 5.1541 3.8032 0.018 0.015 0.029
C 1.5945 3.9981 4.0933 -0.017 -0.005 0.024
C 2.0699 3.1977 3.0638 0.064 0.034 0.017
Sb 3.2673 -1.4772 -0.5449 -0.024 -0.024 0.006
C 3.7616 -3.5033 -0.0262 -0.022 0.052 0.001
C 2.8149 -4.4796 -0.3288 -0.017 -0.012 -0.001
C 3.0153 -5.8070 0.0167 0.001 0.018 0.005
C 4.1747 -6.1782 0.6812 0.018 -0.076 0.011
C 5.1280 -5.2201 0.9853 -0.003 0.008 -0.001
C 4.9213 -3.8921 0.6344 0.017 0.024 0.019
C 3.9536 -1.6674 -2.5720 -0.032 0.026 0.026
C 3.1814 -1.1765 -3.6194 0.027 0.026 -0.024
C 3.6069 -1.3059 -4.9366 -0.001 -0.026 0.023
C 4.8123 -1.9254 -5.2183 0.017 0.013 -0.025
C 5.5902 -2.4204 -4.1807 0.034 -0.017 -0.018
C 5.1612 -2.2942 -2.8697 0.008 -0.034 0.063
H 5.1960 -0.9207 1.2357 0.023 0.021 0.044
H 5.9143 -1.1025 -0.3625 0.016 -0.073 0.000
H 5.1184 1.2205 -0.9626 0.020 -0.020 -0.057
H 6.3036 1.1356 0.3080 0.010 0.035 -0.014
H 4.8102 2.6921 1.2060 0.023 0.014 0.046
H 4.2449 1.2071 1.9639 -0.059 -0.027 0.071
H 2.8757 2.5538 -2.9135 -0.017 -0.011 -0.004
H 3.8263 4.2150 -4.4383 0.004 -0.013 -0.064
H 4.7572 6.3310 -3.5483 0.022 0.028 -0.028
H 4.7425 6.7469 -1.1113 0.011 0.034 0.010
H 3.7806 5.0920 0.4224 -0.008 -0.014 -0.009
H 0.9832 5.0142 0.4348 -0.036 0.018 -0.096
H 0.1251 6.4128 2.2394 -0.005 0.040 -0.012
H 0.5102 5.7759 4.6036 -0.028 0.019 0.032
H 1.7754 3.7149 5.1224 0.008 -0.009 0.027
H 2.6282 2.3075 3.3136 0.040 -0.076 0.018
H 1.9020 -4.2033 -0.8447 -0.064 0.023 -0.026
H 2.2673 -6.5486 -0.2272 -0.045 -0.046 -0.019
H 4.3345 -7.2116 0.9594 0.003 -0.012 0.004
H 6.0354 -5.5050 1.4992 0.058 -0.015 0.037
H 5.6777 -3.1618 0.8910 0.038 0.040 0.006
H 2.2345 -0.7006 -3.4073 -0.072 0.023 0.027
H 2.9905 -0.9304 -5.7430 0.028 -0.023 -0.041
H 5.1457 -2.0268 -6.2420 0.010 -0.010 -0.040
H 6.5296 -2.9122 -4.3954 0.035 -0.019 -0.008
H 5.7704 -2.7104 -2.0747 0.009 0.005 0.021
S -2.8912 -0.3475 -1.0103 0.079 -0.060 -0.027
C -3.5630 1.0865 -1.8234 -0.117 -0.129 -0.042
C -4.9132 0.9253 -2.1593 0.007 -0.009 0.025
C -5.5585 1.8224 -2.9865 0.039 0.026 0.005
C -4.8641 2.9103 -3.4967 -0.020 -0.005 -0.026
C -3.5424 3.0931 -3.1382 -0.028 0.085 0.016
C -2.8753 2.2026 -2.2980 0.014 0.237 0.169
As -1.0595 2.6576 -1.7163 0.108 -0.277 -0.245
C -1.3293 4.5619 -1.4148 0.099 -0.047 -0.036
C -2.4696 5.0471 -0.7843 -0.001 -0.016 0.057
C -2.5814 6.3977 -0.4907 -0.007 0.018 -0.013
C -1.5623 7.2764 -0.8300 0.019 -0.027 0.004
C -0.4238 6.7986 -1.4624 -0.021 -0.010 0.037
C -0.3063 5.4458 -1.7476 0.078 0.034 0.022
C -0.2177 2.7439 -3.4887 -0.017 -0.085 0.075
C 0.5437 1.6346 -3.8424 0.082 0.007 -0.018
C 1.1528 1.5550 -5.0873 0.008 0.044 -0.007
C 1.0185 2.5988 -5.9889 0.000 -0.023 0.009
C 0.2746 3.7167 -5.6387 -0.015 0.034 -0.022
C -0.3410 3.7887 -4.3986 -0.085 0.063 -0.025
H -5.4439 0.0672 -1.7702 -0.017 -0.022 0.010
H -6.5996 1.6701 -3.2330 -0.060 -0.009 -0.017
H -5.3509 3.6176 -4.1542 -0.015 0.015 -0.018
H -3.0164 3.9645 -3.5099 0.004 -0.022 0.021
H -3.2746 4.3725 -0.5193 0.014 -0.010 0.006
H -3.4717 6.7644 0.0005 -0.048 0.026 0.036
H -1.6546 8.3288 -0.6010 -0.014 0.060 0.003
H 0.3760 7.4742 -1.7328 0.047 0.036 -0.005
H 0.5929 5.0833 -2.2367 -0.003 0.013 0.058
H 0.6898 0.8331 -3.1287 -0.023 0.033 0.032
H 1.7506 0.6901 -5.3392 -0.033 0.015 -0.009
H 1.4957 2.5466 -6.9576 0.029 -0.001 -0.051
H 0.1707 4.5380 -6.3354 0.004 0.027 -0.023
H -0.9053 4.6777 -4.1412 0.002 -0.059 -0.031
O 0.1282 -1.1077 -2.1254 0.039 0.079 -0.117
H -0.6627 -0.7289 -2.5345 -0.138 -0.029 0.162
H 0.0598 -2.0475 -2.3183 0.075 -0.127 0.021
Br -2.0822 2.2694 1.6036 -0.049 0.248 -0.042
```
Positions in Å, forces in eV/Å.

Atomic partial charges in e from the Löwdin method, atoms 1 to 4: 1.240, -0.294, -0.236, -0.151



(2)
Molecular formula: C62H71N13O3S2
Method: DFT, ωB97M-V/def2-TZVPD

The spin multiplicity is 1. The calculation puts the orbital gap at 7.641 eV. As for the net charge: 0. The calculation puts the molar mass at 1110.47 g mol⁻¹. As for the highest occupied orbital energy: -8.15 eV.

XYZ file:
```
151
Properties=species:S:1:pos:R:3:forces:R:3
C -5.1388 -3.2480 0.8005 -0.089 0.099 0.243
C -4.7014 -1.9047 1.4146 -0.169 -1.014 -0.461
N -3.3092 -1.9882 1.8794 -0.200 0.486 0.057
C -2.3885 -1.0502 1.3264 0.100 0.081 0.716
C -1.6854 -0.2521 2.1895 0.230 0.405 -0.342
C -0.7381 0.7053 1.7081 0.127 -1.040 0.377
N -0.0431 1.5643 2.5809 -0.218 0.564 -1.361
C 1.2041 1.7544 2.3529 -0.030 0.081 0.758
C 1.7939 3.1223 2.5454 -0.079 -0.278 0.532
C 2.1573 0.6941 1.8864 -0.087 -0.183 -0.572
C -0.5368 0.8046 0.3481 0.095 0.191 0.115
C -1.2378 -0.0027 -0.5723 0.541 0.650 0.442
N -0.9761 0.1441 -1.9064 -0.697 -0.555 0.480
C -1.7011 -0.6173 -2.6883 0.046 0.381 -0.824
C -1.4329 -0.5046 -4.1703 0.691 -0.289 0.274
C -0.6784 -1.7489 -4.6809 -0.334 0.191 -0.029
C 0.7931 -1.7476 -4.2612 0.496 -0.170 -0.143
S 1.0776 -3.2809 -3.3096 -0.069 -0.116 -0.029
C 2.8607 -3.5051 -3.1982 0.381 0.177 -0.291
S 3.5157 -4.7552 -3.9768 -0.060 -0.261 0.138
N 3.7000 -2.6671 -2.4018 -1.017 -0.103 -0.344
C 3.6124 -2.9537 -0.9760 0.375 0.376 0.298
C 2.3636 -2.3689 -0.2750 0.541 0.000 0.375
O 1.7623 -1.3008 -0.9758 -0.292 -0.340 -0.498
C 2.7163 -0.4918 -1.6200 0.255 0.111 0.367
C 3.5642 -1.2368 -2.6665 0.474 0.387 0.407
C -2.6893 -1.5278 -2.2013 0.339 -0.428 0.266
C -3.5723 -2.3548 -3.0993 -0.397 1.179 -0.128
O -4.8637 -1.7077 -3.1691 -0.075 -0.439 0.259
O -4.7314 -0.6227 -4.0738 0.096 0.188 -0.391
N -2.9006 -1.6943 -0.9231 0.282 0.189 -0.041
C -2.1724 -0.9209 -0.0780 -0.501 -0.433 -0.174
H -4.2849 -3.7687 0.3745 0.058 0.059 -0.208
H -5.8717 -3.0935 0.0117 -0.099 -0.062 -0.021
H -5.5714 -3.9050 1.5541 -0.073 -0.029 0.039
H -4.8374 -1.1442 0.6507 0.256 0.250 0.086
H -5.3882 -1.6857 2.2327 0.175 0.260 0.175
H -2.9705 -2.9359 1.8090 0.061 -0.026 -0.099
H -1.8413 -0.3348 3.2542 -0.161 -0.070 0.050
H 1.0058 3.8587 2.4326 0.029 0.134 -0.090
H 2.2669 3.2576 3.5194 0.095 -0.151 0.022
H 2.5759 3.2381 1.7969 0.031 0.219 -0.063
H 1.7562 -0.3092 2.0124 -0.141 0.001 -0.014
H 2.3544 0.8346 0.8221 0.148 -0.063 -0.005
H 3.1093 0.7609 2.4113 0.000 0.225 0.129
H 0.1618 1.5353 -0.0366 -0.004 0.010 -0.110
H -2.3336 -0.3035 -4.7410 -0.154 -0.156 -0.012
H -0.7489 0.3319 -4.3014 -0.186 0.251 -0.027
H -0.7804 -1.7914 -5.7643 0.196 -0.046 -0.078
H -1.1313 -2.6662 -4.3052 -0.189 -0.023 -0.022
H 1.4396 -1.7932 -5.1361 0.023 -0.029 -0.068
H 1.0753 -0.8616 -3.6996 -0.275 0.023 0.208
H 3.6962 -4.0232 -0.8046 -0.125 -0.118 -0.105
H 4.5011 -2.5163 -0.5148 0.091 0.061 -0.080
H 2.6816 -1.9759 0.6995 0.038 -0.176 0.129
H 1.6445 -3.1619 -0.0901 -0.415 0.212 -0.221
H 3.3996 -0.0860 -0.8597 0.032 0.045 -0.007
H 2.1873 0.3546 -2.0534 -0.135 -0.011 -0.078
H 3.2493 -1.0470 -3.6867 -0.214 -0.240 -0.076
H 4.5708 -0.8124 -2.5993 0.074 0.011 -0.081
H -3.2135 -2.4152 -4.1215 0.142 -0.263 -0.044
H -3.7614 -3.3320 -2.6680 -0.051 -0.050 0.075
H -4.7753 0.1713 -3.5213 -0.058 -0.153 0.301
N -4.6560 -0.0911 -9.2825 -0.050 0.027 0.051
C -4.6672 -0.2942 -7.9670 0.081 -0.020 -0.041
C -5.7294 0.0449 -7.1419 -0.054 0.046 -0.004
C -6.8442 0.6324 -7.7185 -0.012 0.022 -0.010
C -6.8509 0.8531 -9.0870 0.014 -0.002 0.037
C -5.7362 0.4723 -9.8187 -0.001 -0.066 -0.054
H -3.7735 -0.7538 -7.5573 -0.026 -0.005 0.052
H -5.6803 -0.1474 -6.0793 0.007 -0.045 -0.040
H -7.6948 0.9137 -7.1107 0.000 -0.005 0.002
H -7.6997 1.3097 -9.5775 0.007 -0.009 -0.024
H -5.7001 0.6232 -10.8926 -0.083 0.009 -0.003
N 3.8321 2.0171 5.0982 0.036 -0.118 0.091
C 3.0554 1.0726 5.6292 0.022 0.023 -0.003
C 3.4031 0.3418 6.7561 0.024 0.066 -0.072
C 4.6214 0.6008 7.3630 -0.031 -0.061 0.046
C 5.4404 1.5762 6.8246 -0.084 0.008 0.052
C 4.9990 2.2520 5.6990 -0.027 0.130 -0.182
H 2.1093 0.8998 5.1226 -0.013 -0.026 0.048
H 2.7382 -0.4104 7.1492 -0.053 -0.081 0.008
H 4.9271 0.0499 8.2436 -0.009 0.007 0.006
H 6.3977 1.8099 7.2641 0.031 0.036 -0.031
H 5.6090 3.0271 5.2477 0.044 -0.005 0.045
N -7.1970 -6.6468 -4.7041 0.070 0.044 0.005
C -6.0495 -7.2553 -4.9973 -0.085 -0.054 0.000
C -4.8152 -6.6241 -4.9707 -0.031 0.021 0.012
C -4.7740 -5.2839 -4.6232 0.025 0.021 -0.018
C -5.9570 -4.6298 -4.3173 0.019 -0.069 -0.025
C -7.1364 -5.3589 -4.3713 -0.074 -0.057 -0.006
H -6.1306 -8.3028 -5.2661 0.053 -0.004 -0.004
H -3.9136 -7.1687 -5.2155 -0.009 -0.015 -0.007
H -3.8298 -4.7553 -4.5935 0.018 -0.029 -0.031
H -5.9643 -3.5835 -4.0442 -0.047 -0.003 0.003
H -8.0865 -4.8918 -4.1361 0.024 0.051 0.004
N -6.3636 2.2074 -0.1011 0.094 0.055 0.039
C -5.1163 1.9045 0.2572 -0.113 -0.119 -0.171
C -4.4488 2.5056 1.3081 0.233 0.024 0.116
C -5.1011 3.4889 2.0334 -0.061 0.004 -0.016
C -6.3963 3.8240 1.6727 0.014 -0.054 -0.029
C -6.9786 3.1543 0.6045 -0.056 -0.018 -0.032
H -4.6272 1.1329 -0.3306 0.025 -0.003 0.029
H -3.4353 2.2072 1.5464 -0.010 -0.006 0.006
H -4.6111 3.9818 2.8630 0.009 -0.001 -0.004
H -6.9475 4.5854 2.2074 -0.024 -0.003 -0.013
H -7.9923 3.3837 0.2946 -0.005 0.043 0.040
N 8.8282 1.4838 6.5845 0.043 -0.088 -0.184
C 8.4667 0.5931 5.6596 0.036 0.025 0.096
C 9.2228 0.3107 4.5324 0.002 0.006 0.007
C 10.4153 0.9911 4.3501 0.028 -0.014 -0.052
C 10.8046 1.9209 5.2995 -0.008 -0.026 -0.010
C 9.9792 2.1266 6.3933 -0.067 0.043 0.133
H 7.5252 0.0857 5.8367 0.003 -0.024 -0.048
H 8.8830 -0.4244 3.8161 -0.021 -0.005 0.009
H 11.0321 0.7993 3.4815 -0.003 0.001 0.000
H 11.7272 2.4749 5.1965 -0.002 0.012 0.021
H 10.2475 2.8441 7.1617 0.032 0.034 -0.043
N 6.7915 4.3249 9.3039 0.085 0.032 0.049
C 7.8958 3.5934 9.1556 -0.128 -0.005 -0.016
C 9.0898 3.8653 9.8081 -0.030 0.053 0.012
C 9.1418 4.9580 10.6580 0.059 0.012 0.025
C 8.0034 5.7301 10.8218 0.013 -0.026 -0.013
C 6.8591 5.3705 10.1255 -0.090 -0.019 -0.047
H 7.8146 2.7527 8.4782 0.151 -0.041 0.009
H 9.9551 3.2348 9.6531 -0.015 -0.027 0.006
H 10.0550 5.2041 11.1850 -0.003 0.001 0.001
H 8.0003 6.5919 11.4750 -0.020 0.004 -0.001
H 5.9452 5.9456 10.2274 0.027 0.036 0.032
N -2.4361 3.2158 -11.5543 -0.017 0.106 0.074
C -3.3753 2.9567 -10.6453 0.067 -0.013 -0.134
C -3.6855 3.8082 -9.5954 0.007 0.013 0.009
C -2.9794 4.9940 -9.4798 -0.011 0.033 0.045
C -1.9977 5.2795 -10.4150 -0.019 -0.020 0.009
C -1.7683 4.3609 -11.4283 0.024 -0.062 -0.069
H -3.8990 2.0197 -10.7696 0.015 -0.031 0.056
H -4.4609 3.5445 -8.8881 -0.002 -0.036 -0.011
H -3.1904 5.6854 -8.6737 0.001 0.000 -0.002
H -1.4222 6.1936 -10.3620 0.010 -0.002 -0.019
H -1.0114 4.5464 -12.1829 0.016 0.046 0.027
N -0.8336 -4.1026 5.0346 0.048 0.076 0.030
C -0.5491 -3.0094 4.3303 -0.032 -0.109 -0.082
C -0.0167 -1.8546 4.8830 0.050 0.033 -0.036
C 0.2274 -1.8300 6.2445 -0.018 -0.063 0.029
C -0.0648 -2.9570 6.9953 0.001 0.005 -0.023
C -0.5895 -4.0628 6.3429 -0.039 -0.078 -0.025
H -0.7604 -3.0658 3.2677 0.013 0.074 -0.005
H 0.1976 -0.9959 4.2595 -0.010 -0.003 -0.007
H 0.6350 -0.9469 6.7130 -0.008 0.098 0.049
H 0.1089 -2.9806 8.0625 -0.012 -0.020 0.003
H -0.8300 -4.9670 6.8914 0.013 0.025 0.046
```
Positions in Å, forces in eV/Å.

Atomic partial charges in e from the Löwdin method, atoms 1 to 4: -0.096, -0.252, 0.000, -0.206